Run i
Computed, not measured: an isolated molecule of C4H10O, with ωB97M-V/def2-TZVPD.

Output
- HOMO energy: -10.19 eV
- Orbital gap: 11.198 eV
- SMILES: CC[C@@H](C)O

Each line ends with the natural charge from an NBO analysis.
Element x y z (Å)
C (1.95810, 0.12366, -0.21185)  -0.607
C (0.64296, -0.48679, 0.27884)  -0.429
C (-0.62203, 0.34071, -0.02152)  0.098
C (-1.82263, -0.53248, -0.35666)  -0.619
O (-0.99567, 1.11293, 1.11947)  -0.729
H (1.99406, 1.20583, -0.03673)  0.195
H (2.10507, -0.04031, -1.28594)  0.204
H (2.81562, -0.31980, 0.30549)  0.212
H (0.54312, -1.50139, -0.12729)  0.201
H (0.65544, -0.58622, 1.36913)  0.216
H (-0.43170, 1.02083, -0.86824)  0.153
H (-1.71801, -0.98272, -1.35009)  0.208
H (-1.93039, -1.33863, 0.37741)  0.208
H (-2.73220, 0.07387, -0.33682)  0.220
H (-0.46175, 1.91053, 1.14482)  0.468

=====

Run ii
Computed, not measured: an isolated molecule of C4H10O, with ωB97M-V/def2-TZVPD.

Output
- HOMO energy: -10.07 eV
- Orbital gap: 11.032 eV
- SMILES: CC[C@@H](C)O

Each line ends with the natural charge from an NBO analysis.
Element x y z (Å)
C (-0.78833, -1.57813, -0.66114)  -0.605
C (-0.26787, -0.19762, -1.07385)  -0.417
C (0.80068, 0.50339, -0.21030)  0.108
C (0.12984, 1.54697, 0.75069)  -0.651
O (1.54778, -0.44585, 0.52669)  -0.715
H (-0.96354, -1.61049, 0.41660)  0.210
H (-0.13263, -2.41935, -0.91414)  0.211
H (-1.75033, -1.75931, -1.15752)  0.206
H (-0.04555, -0.16888, -2.15008)  0.205
H (-1.06319, 0.51619, -0.90947)  0.199
H (1.47696, 1.05038, -0.89058)  0.155
H (-0.61516, 2.20280, 0.27209)  0.213
H (-0.39510, 1.06937, 1.59179)  0.213
H (0.87420, 2.22743, 1.18057)  0.203
H (2.08674, 0.06185, 1.14424)  0.465

=====

Run iii
Computed, not measured: a structure of composition C4H10O, with ωB97M-V/def2-TZVPD.

Output
- HOMO energy: -7.37 eV
- Orbital gap: 8.462 eV

Each line ends with the natural charge from an NBO analysis.
Element x y z (Å)
C (1.62485, -0.83897, -0.76976)  -0.239
O (0.91489, -0.64353, 0.33422)  -0.382
C (-0.18488, 0.06979, 0.35140)  0.328
C (-1.07393, 0.04071, -0.85346)  -0.702
C (-0.76517, 0.26432, 1.71775)  -0.664
H (1.56326, 1.05488, -0.83088)  0.000
H (1.08912, -1.00410, -1.69876)  0.167
H (2.54089, -1.38311, -0.57847)  0.185
H (0.98217, 1.42121, -0.39304)  -0.039
H (-1.34896, -1.00059, -1.09466)  0.218
H (-0.59728, 0.46507, -1.74371)  0.232
H (-1.99275, 0.59885, -0.65557)  0.230
H (-1.25843, 1.23902, 1.78707)  0.224
H (0.02395, 0.21840, 2.47230)  0.232
H (-1.51774, -0.50198, 1.95557)  0.210

=====

Energy comparison, zero being the most stable, in kcal/mol: run i 0.0; run ii 6.7; run iii 91.6.

=====

Run i
Computed, not measured: a structure of composition C4H10O, with ωB97M-V/def2-TZVPD.

Output
- HOMO energy: -7.60 eV
- Orbital gap: 8.578 eV

Each line ends with the natural charge from an NBO analysis.
Element x y z (Å)
C (2.17073, 0.05365, -0.08667)  -0.596
C (0.74879, -0.50180, 0.07038)  -0.486
C (-0.21704, 0.64519, -0.08184)  0.100
C (-2.00388, -0.42968, -0.32960)  -0.738
O (-0.52355, 1.18636, 1.13211)  -0.700
H (2.34690, 0.85664, 0.63657)  0.209
H (2.29603, 0.47457, -1.09004)  0.210
H (2.93896, -0.71283, 0.06333)  0.208
H (0.55747, -1.25794, -0.70079)  0.213
H (0.62134, -0.99333, 1.04875)  0.194
H (-1.15384, 0.49397, -0.81210)  0.260
H (-2.02792, -1.15664, -1.14162)  0.211
H (-1.85185, -0.88101, 0.64706)  0.225
H (-2.88016, 0.22763, -0.31515)  0.209
H (-1.02199, 1.99523, 0.95961)  0.481

=====

Run ii
Computed, not measured: a cluster of 2 separate species, C4H10O in total, with ωB97M-V/def2-TZVPD.

Output
- HOMO energy: -8.79 eV
- Orbital gap: 9.952 eV
- SMILES: C=COCC.[H][H]

Each line ends with the natural charge from an NBO analysis.
Element x y z (Å)
C (2.00878, 1.17993, 0.14977)  -0.506
C (0.97820, 0.48181, -0.31895)  0.141
O (-0.29052, 0.68909, 0.10804)  -0.520
C (-1.26954, -0.20392, -0.40521)  -0.060
C (-2.52936, -0.01654, 0.41453)  -0.622
H (1.86653, 1.95077, 0.90083)  0.210
H (3.00735, 0.99009, -0.22631)  0.210
H (1.10144, -0.30293, -1.06849)  0.170
H (-0.90729, -1.23852, -0.33043)  0.169
H (-1.45116, 0.00895, -1.46867)  0.170
H (-3.33171, -0.66678, 0.05141)  0.213
H (-2.86669, 1.02217, 0.35594)  0.216
H (-2.33166, -0.25435, 1.46398)  0.215
H (2.84667, -1.50869, 0.31255)  0.003
H (3.16896, -2.13108, 0.06102)  -0.010

=====

Run iii
Computed, not measured: a cluster of 4 separate species, C4H10O in total, with ωB97M-V/def2-TZVPD.

Output
- HOMO energy: -9.25 eV
- Orbital gap: 10.411 eV

Each line ends with the natural charge from an NBO analysis.
Element x y z (Å)
C (1.96911, 0.47381, 0.41405)  -0.678
C (1.12651, -0.42711, -0.47465)  0.225
O (0.42348, -1.33474, 0.04398)  -0.612
C (-1.58947, -0.82456, 0.48815)  -0.182
C (-1.92006, 0.35516, -0.13575)  -0.609
H (2.37570, 1.32693, -0.13811)  0.210
H (2.80154, -0.10627, 0.82854)  0.226
H (1.36262, 0.83686, 1.25021)  0.216
H (0.22051, 0.61772, -0.98611)  0.004
H (1.51373, -0.59050, -1.49781)  0.154
H (-1.31737, -0.84446, 1.53667)  0.207
H (-1.82628, -1.78091, 0.03932)  0.212
H (-2.00118, 1.26954, 0.44980)  0.226
H (-2.49774, 0.33388, -1.05831)  0.227
H (-0.64109, 0.69465, -0.75999)  0.174

=====

Energy comparison, zero being the most stable, in kcal/mol: run i 43.1; run ii 0.0; run iii 45.1.

=====

Run i
Computed, not measured: a cluster of 2 separate species, C4H10O in total, with ωB97M-V/def2-TZVPD.

Output
- HOMO energy: -11.17 eV
- Orbital gap: 8.071 eV

Each line ends with the natural charge from an NBO analysis.
Element x y z (Å)
C (0.10280, 0.72183, 1.41038)  -0.636
C (-0.57354, -0.49521, 0.76428)  -0.232
C (-0.72669, -0.46782, -0.77962)  -0.411
C (0.32394, 0.40752, -1.49726)  -0.617
O (1.88250, -1.35120, 0.54392)  -0.306
H (-0.14645, 0.78692, 2.46723)  0.218
H (1.15984, 0.68092, 1.21733)  0.248
H (-0.33112, 1.62657, 0.98231)  0.212
H (-1.49583, -0.84293, 1.21708)  0.227
H (0.26106, -1.29849, 0.81386)  0.224
H (-1.72140, -0.15101, -1.07201)  0.210
H (0.51477, 0.03978, -2.50192)  0.214
H (1.23831, 0.37427, -0.91007)  0.231
H (-0.02063, 1.44026, -1.55448)  0.198
H (-0.46753, -1.47141, -1.10105)  0.219

=====

Run ii
Computed, not measured: an isolated molecule of C4H10O, with ωB97M-V/def2-TZVPD.

Output
- HOMO energy: -9.43 eV
- Orbital gap: 10.587 eV
- SMILES: CCCOC

Each line ends with the natural charge from an NBO analysis.
Element x y z (Å)
C (-0.51763, -2.03506, -0.10821)  -0.623
C (0.19260, -0.94996, 0.74064)  -0.420
C (-0.47507, 0.56248, 0.61319)  -0.042
O (-0.37667, 1.15611, -0.69764)  -0.562
C (0.71480, 2.04797, -0.97039)  -0.241
H (-0.13950, -3.09324, 0.13138)  0.211
H (-0.58547, -1.87065, -1.21552)  0.220
H (-1.57907, -2.09770, 0.20292)  0.197
H (0.20956, -1.24212, 1.78184)  0.201
H (1.21154, -0.88361, 0.39933)  0.193
H (-0.09405, 1.23845, 1.30270)  0.163
H (-1.45436, 0.37358, 0.84984)  0.174
H (1.56717, 1.62339, -0.43366)  0.168
H (0.84555, 2.13455, -2.04286)  0.195
H (0.48058, 3.03581, -0.55357)  0.166

=====

Energy comparison, zero being the most stable, in kcal/mol: run i 121.7; run ii 0.0.